Density functional theory data (ωB97M-V/def2-TZVPD) for 22 unconnected molecules or ions with the total composition C29H51BBrCl42NO4.

The geometry in XYZ format:
```
129
Properties=species:S:1:pos:R:3:forces:R:3:mulliken_charge:R:1
N -1.79787 8.11289 4.79175 0.282 -0.634 -0.117 -0.26
B -1.71135 6.67985 5.03622 -0.243 0.525 -0.040 0.37
O -1.00665 6.24933 6.13078 -0.034 -0.493 -0.505 -0.53
C -2.38462 5.66126 4.02746 0.125 -0.025 0.481 0.63
C -1.86707 4.45381 3.74965 -0.210 0.295 -0.180 0.39
C -0.60419 3.86212 4.27276 0.049 -0.567 -0.232 -0.48
C -0.83774 2.81319 5.36076 0.213 -0.583 -0.056 -0.68
O 0.18091 2.93996 6.33286 0.142 0.521 0.084 -0.48
C -2.63387 3.57379 2.81120 0.000 -0.740 0.286 0.13
O -2.65272 2.36271 2.93697 0.146 0.821 -0.288 -0.58
C -3.40262 4.29756 1.75811 0.092 -0.561 -0.407 0.08
Br -3.55339 3.38078 0.10877 -0.171 0.172 0.243 -0.10
C -3.91959 5.48831 2.00781 0.100 -0.019 0.090 -0.24
C -3.65667 6.08189 3.35439 -0.262 0.380 0.180 -0.29
O -4.42597 6.88404 3.85825 0.520 -0.481 -0.426 -0.63
H -2.54998 8.52739 5.32832 -0.002 0.258 0.044 0.08
H -1.95294 8.29130 3.80908 -0.347 0.300 0.095 0.02
H -0.21808 6.79795 6.17037 0.016 0.320 0.600 0.28
H 0.11945 4.59225 4.60562 -0.122 0.290 0.281 0.39
H -0.14317 3.33311 3.44094 0.180 0.036 -0.195 0.28
H -0.75339 1.82948 4.90387 -0.195 -0.170 -0.111 0.38
H -1.83881 2.87529 5.78732 -0.084 0.271 0.193 0.36
H 0.15694 2.18120 6.91443 -0.045 -0.208 0.125 0.29
H -4.50892 6.01334 1.27777 -0.279 0.226 0.008 0.62
C -0.25714 10.94300 3.27129 -0.092 0.028 0.146 -0.16
Cl -0.40754 9.47681 2.29822 0.116 0.076 -0.356 -0.12
Cl 1.42412 11.46261 3.42094 -0.010 0.025 0.022 -0.17
H -0.82531 11.73301 2.79577 0.053 -0.004 -0.079 0.34
H -0.64811 10.73351 4.26095 0.060 -0.096 0.007 0.11
C -1.88523 0.05977 0.64336 -0.128 0.120 0.262 -0.10
Cl -0.28753 0.80349 0.50615 -0.065 0.019 0.194 0.09
Cl -1.82954 -1.70676 0.47846 -0.159 -0.058 0.128 -0.13
H -2.29922 0.30652 1.61465 0.091 -0.052 0.009 0.33
H -2.50265 0.45502 -0.15371 0.116 -0.154 0.220 -0.18
C -7.37056 3.91285 0.75126 0.047 -0.047 0.013 -0.26
Cl -7.08368 5.56694 0.19177 -0.006 -0.117 0.002 -0.04
Cl -9.09034 3.50521 0.74897 0.012 -0.034 0.016 -0.17
H -6.84920 3.22936 0.09199 -0.030 0.022 -0.055 0.22
H -6.99315 3.82086 1.76323 -0.045 0.054 0.024 0.26
C -2.04105 -0.53281 -3.12067 0.167 -0.179 0.057 0.27
Cl -2.77427 0.89935 -2.37635 -0.245 0.151 -0.478 -0.05
Cl -0.42777 -0.83803 -2.46735 0.059 -0.046 -0.389 -0.02
H -2.65657 -1.40552 -2.92283 0.176 0.424 0.129 -0.34
H -1.96258 -0.35797 -4.18700 0.044 0.118 0.008 0.15
C 1.57155 -2.61727 0.50238 -0.121 0.036 -0.078 0.68
Cl 2.84868 -2.38918 1.70360 -0.009 -0.118 0.157 -0.18
Cl 2.24170 -2.91507 -1.10865 -0.025 -0.025 -0.020 -0.16
H 0.97350 -3.47362 0.79508 0.010 -0.018 -0.018 0.27
H 0.95677 -1.72665 0.46585 0.095 0.079 -0.023 -0.61
C 2.32179 -6.12116 0.49912 0.079 0.106 0.016 0.96
Cl 0.60351 -6.50362 0.66494 -0.024 0.069 -0.049 -0.17
Cl 3.33758 -7.24676 1.40698 0.023 -0.008 0.077 -0.17
H 2.58796 -6.18162 -0.54748 0.003 -0.059 0.092 -0.27
H 2.49489 -5.12158 0.87701 0.045 -0.048 0.129 -0.35
C 3.56004 2.37480 0.29846 0.033 -0.027 -0.125 0.09
Cl 2.05262 3.00474 -0.37886 0.036 -0.036 -0.035 -0.10
Cl 3.40407 0.67722 0.76997 0.043 0.050 0.005 -0.06
H 4.33802 2.45785 -0.45163 -0.041 -0.050 -0.050 0.30
H 3.82081 2.95451 1.17193 -0.040 0.023 0.084 -0.30
C 6.42920 -1.68365 1.35022 -0.092 0.049 0.032 -0.03
Cl 6.31988 -3.34938 0.76902 -0.002 -0.069 -0.035 -0.10
Cl 8.05628 -1.01935 1.15450 -0.017 0.032 0.017 -0.18
H 5.73399 -1.07565 0.78404 0.023 -0.024 -0.064 0.04
H 6.17246 -1.66833 2.40270 0.065 -0.050 0.022 0.26
C 3.45182 -8.14322 -3.22671 0.185 0.030 0.059 -0.01
Cl 4.12152 -8.90930 -1.77524 -0.083 0.153 -0.063 -0.14
Cl 2.24147 -6.91267 -2.84767 -0.098 0.079 -0.114 -0.15
H 4.25936 -7.67603 -3.77776 0.018 0.050 0.071 0.40
H 2.97315 -8.89768 -3.82553 -0.146 -0.060 0.036 -0.10
C -2.68209 9.15230 8.08721 0.045 -0.035 0.052 -0.07
Cl -2.33433 10.38159 9.30702 0.029 -0.021 -0.001 -0.17
Cl -4.11376 9.56365 7.12579 0.060 -0.058 -0.022 -0.17
H -1.82938 9.07117 7.42267 -0.013 0.068 -0.026 0.11
H -2.86203 8.20760 8.58556 -0.069 0.021 0.027 0.30
C -4.05915 5.93654 -3.04337 -0.057 -0.095 -0.011 -0.46
Cl -3.94661 6.86921 -1.54639 0.184 -0.014 -0.057 -0.08
Cl -2.63677 4.91648 -3.28575 -0.038 -0.037 -0.100 -0.08
H -4.93664 5.30245 -2.98856 0.023 -0.032 0.089 0.23
H -4.14363 6.62488 -3.87535 0.078 0.054 0.031 0.38
C 0.04100 -7.55833 -5.54940 -0.011 0.026 0.048 -0.15
Cl 1.38223 -8.59267 -6.06764 0.025 0.061 -0.020 -0.14
Cl -1.14009 -7.33380 -6.84610 -0.052 0.043 0.048 -0.17
H -0.45163 -8.02349 -4.70441 -0.001 -0.074 -0.034 0.29
H 0.43561 -6.59182 -5.26604 0.054 0.012 -0.077 0.16
C 5.28451 6.07830 0.92619 -0.016 0.078 0.012 -0.36
Cl 3.56985 5.66606 1.03557 0.057 0.301 -0.122 -0.07
Cl 6.28764 4.98142 1.88967 0.132 0.077 -0.107 -0.14
H 5.59247 6.00814 -0.10995 -0.005 -0.090 0.000 0.29
H 5.42500 7.08801 1.29225 -0.019 -0.021 0.081 0.31
C 4.40184 4.37553 5.30879 0.084 0.022 -0.013 -0.42
Cl 3.13545 5.09848 6.30492 0.013 0.017 0.041 -0.13
Cl 3.75100 3.69394 3.81411 -0.134 -0.189 0.203 -0.03
H 5.12455 5.14079 5.04957 -0.053 0.037 -0.051 0.26
H 4.87728 3.58206 5.87230 -0.079 -0.041 0.017 0.32
C -7.49712 9.69326 0.23161 -0.003 -0.006 0.123 -0.36
Cl -6.19376 8.64739 -0.34780 -0.111 0.247 0.031 -0.03
Cl -8.65789 10.06263 -1.04837 -0.022 0.022 0.020 -0.16
H -8.01657 9.18552 1.03572 -0.020 -0.065 -0.050 0.26
H -7.06537 10.62091 0.58692 0.029 0.018 -0.070 0.30
C -1.32638 2.30120 -6.47578 0.070 0.125 -0.026 -0.29
Cl -2.65383 1.13007 -6.48654 -0.020 0.000 -0.032 -0.16
Cl -0.57407 2.44343 -4.88487 0.044 -0.051 -0.027 -0.09
H -0.57579 1.97813 -7.18666 0.002 -0.085 0.033 0.31
H -1.72173 3.26948 -6.75832 -0.070 -0.005 0.061 0.25
C 5.01229 -12.21141 -3.66937 0.090 0.061 0.092 -0.28
Cl 4.14098 -13.74995 -3.62577 0.022 -0.021 0.016 -0.16
Cl 4.10479 -10.96512 -4.53071 0.121 -0.287 -0.227 -0.07
H 5.17513 -11.87428 -2.65220 -0.095 0.006 0.016 0.20
H 5.95786 -12.36265 -4.17534 -0.042 -0.035 -0.076 0.32
C -2.94629 -4.79700 -4.10818 0.047 -0.066 -0.115 -0.36
Cl -3.72709 -3.40020 -3.35333 -0.275 -0.373 -0.069 -0.18
Cl -1.30847 -5.04006 -3.48827 -0.001 -0.010 0.032 -0.08
H -3.53597 -5.68112 -3.89913 0.005 0.017 0.109 0.33
H -2.88859 -4.62755 -5.17656 0.038 0.067 0.007 0.29
C 0.91962 -13.61106 -5.75764 0.137 -0.071 -0.018 -0.24
Cl 1.10972 -11.98315 -6.41723 -0.044 -0.055 0.003 -0.09
Cl -0.78089 -14.10039 -5.68833 0.008 -0.041 0.127 -0.18
H 1.45493 -14.30828 -6.39199 -0.061 0.016 -0.075 0.30
H 1.32638 -13.62652 -4.75391 -0.057 0.070 0.033 0.22
C 6.88664 -7.01458 2.47776 -0.062 0.035 -0.049 0.17
Cl 6.99511 -6.09585 3.98255 -0.033 0.022 0.001 -0.15
Cl 8.32686 -8.00341 2.20039 -0.010 -0.018 -0.036 -0.17
H 6.02389 -7.66629 2.53227 0.039 -0.036 0.060 0.08
H 6.78072 -6.31699 1.65565 0.061 0.035 0.017 0.07
C -0.67555 -13.65611 -9.18238 -0.070 0.052 -0.025 0.03
Cl 0.68201 -14.67257 -9.68865 0.053 0.002 0.083 -0.16
Cl -1.86543 -13.45568 -10.47551 -0.008 0.017 0.021 -0.18
H -1.15670 -14.12398 -8.33379 -0.026 -0.057 -0.083 0.12
H -0.29304 -12.68148 -8.90589 0.035 0.014 -0.069 0.17
```
Positions in Å, forces in eV/Å.

## Properties
* E_HOMO: -9.9 eV
* electronic energy: -23418.24366 a.u.
* lowest unoccupied orbital energy: -1.48 eV
* HOMO-LUMO gap: 8.38 eV